DFT (wB97M-V/def2-TZVPD) results for C5H4N2O in the gas phase in a non-equilibrium geometry.

```
12
Properties=species:S:1:pos:R:3:nbo_charge:R:1
C -1.303 -0.472 -0.206 -0.01
H 2.950 -1.676 0.110 0.34
H 2.692 0.720 0.340 0.34
N 1.688 0.682 0.375 -0.34
C -0.131 -0.793 -0.184 0.02
C -2.581 -0.156 -0.036 -0.10
O 1.150 1.694 -0.423 -0.55
H 0.778 2.281 0.287 0.48
C -3.748 -0.046 0.092 -0.12
C 1.261 -0.679 -0.091 0.32
H -4.716 0.185 -0.122 0.22
N 1.960 -1.742 -0.144 -0.60
```

Summary:
**HOMO-LUMO gap**: 9.44 eV
**SMILES**: [H]/N=C(/C#CC#C)NO
**Charge**: 0
**Strongest force on any atom**: 3.55 eV Å⁻¹
**Energy relative to the best compared isomer or geometry (same formula, charge and spin)**: 128.3 kcal/mol